No. 1
{
  "formula": "C5H8O",
  "method": "the ωB97M-V functional and the def2-TZVPD basis",
  "smiles": "C=C=CCCO",
  "homo_ev": -8.8,
  "multiplicity": 1,
  "symbols": ["C", "C", "C", "C", "C", "O", "H", "H", "H", "H", "H", "H", "H", "H"],
  "positions_angstrom": [[-0.7798, -1.6924, 2.3402], [-0.5226, -0.8510, 1.3871], [-0.2489, 0.1277, 0.5720], [-0.0124, -0.0713, -0.9259], [0.5287, 1.1231, -1.7150], [1.7189, 1.6322, -1.1530], [-0.9051, 0.8102, 1.1816], [-1.7546, -1.7690, 2.8019], [0.0349, -2.3184, 2.6631], [0.7356, -0.8730, -1.0095], [-0.9257, -0.4482, -1.3999], [0.7820, 0.7989, -2.7353], [-0.2460, 1.9023, -1.8142], [1.5952, 1.6288, -0.1932]],
  "forces_ev_per_a": [[0.020, -0.253, 0.137], [0.381, -0.771, -0.136], [-1.269, -0.160, 0.206], [-0.095, -0.057, 0.002], [-0.395, -0.143, -0.087], [-0.024, 0.032, 0.314], [1.339, 1.359, -1.095], [-0.173, -0.575, -0.475], [0.195, 0.208, 0.770], [-0.220, 0.145, 0.113], [0.042, 0.135, -0.055], [-0.113, 0.036, 0.299], [0.193, -0.057, 0.153], [0.119, 0.099, -0.146]]
}

No. 2
{
  "formula": "C5H8O",
  "method": "the ωB97M-V functional and the def2-TZVPD basis",
  "homo_ev": -9.7,
  "multiplicity": 1,
  "symbols": ["C", "C", "C", "C", "C", "O", "H", "H", "H", "H", "H", "H", "H", "H"],
  "positions_angstrom": [[1.1177, 0.4883, -0.6312], [0.2687, 0.9274, 0.5614], [-1.1517, 0.4727, 0.1690], [-0.8009, -1.0115, -0.1332], [0.7341, -0.8664, 0.0071], [0.8058, -0.2059, 1.3006], [0.8290, 0.7643, -1.6522], [2.1712, 0.7090, -0.4472], [0.3988, 1.8714, 1.0897], [-1.8631, 0.6210, 0.9858], [-1.5358, 0.9921, -0.7179], [-1.1889, -1.6451, 0.6717], [-1.1811, -1.3897, -1.0911], [1.3962, -1.7278, -0.1125]],
  "forces_ev_per_a": [[0.063, 0.070, -0.118], [-0.104, 0.446, 0.034], [-0.077, 0.092, 0.066], [-0.065, 0.053, 0.042], [0.153, -0.276, -0.329], [-0.131, -0.040, 0.110], [-0.109, -0.187, 0.218], [-0.119, -0.110, -0.088], [-0.053, -0.017, -0.159], [0.083, -0.198, -0.112], [0.175, 0.026, 0.227], [0.230, -0.061, -0.244], [0.263, 0.192, 0.163], [-0.307, 0.012, 0.189]]
}

No. 3
{
  "formula": "C5H8O",
  "method": "the ωB97M-V functional and the def2-TZVPD basis",
  "smiles": "OC1CC=CC1",
  "homo_ev": -9.4,
  "multiplicity": 1,
  "symbols": ["O", "C", "C", "C", "C", "C", "H", "H", "H", "H", "H", "H", "H", "H"],
  "positions_angstrom": [[-1.9802, 0.2930, 0.5103], [-0.9050, 0.1094, -0.3986], [0.2210, 1.1541, -0.2247], [1.3927, 0.3668, 0.3103], [1.1320, -0.9396, 0.3714], [-0.2397, -1.2684, -0.1536], [-1.7944, 1.0849, 1.0227], [-1.3206, 0.1530, -1.4120], [-0.0882, 1.9698, 0.4487], [0.4464, 1.6304, -1.1857], [2.3409, 0.8301, 0.5701], [1.8298, -1.7085, 0.6926], [-0.1631, -1.8362, -1.0896], [-0.8716, -1.8390, 0.5382]],
  "forces_ev_per_a": [[0.003, 0.165, 0.185], [0.218, -0.221, -0.226], [-0.018, 0.018, -0.103], [-0.054, -0.283, 0.001], [0.039, 0.280, -0.089], [-0.170, 0.100, -0.095], [-0.140, -0.046, 0.053], [0.017, 0.037, 0.145], [0.066, -0.150, -0.098], [0.098, -0.014, 0.124], [-0.168, -0.078, 0.037], [-0.072, 0.183, 0.014], [-0.031, -0.006, 0.155], [0.211, 0.017, -0.104]]
}

No. 4
{
  "formula": "C5H8O",
  "method": "the ωB97M-V functional and the def2-TZVPD basis",
  "smiles": "C1=CCC1.C=O",
  "homo_ev": -9.7,
  "multiplicity": 1,
  "symbols": ["C", "O", "C", "C", "C", "C", "H", "H", "H", "H", "H", "H", "H", "H"],
  "positions_angstrom": [[2.3272, 0.6043, 1.2652], [2.4094, 1.7417, 1.6503], [-0.0382, -0.9283, -0.3162], [-0.8731, -0.4548, 0.6144], [-1.7250, 0.3095, -0.3778], [-0.7347, -0.2243, -1.4627], [1.9741, -0.2193, 1.9178], [2.6053, 0.3067, 0.2342], [-0.9433, -0.5715, 1.6934], [0.8287, -1.5863, -0.2853], [-1.7461, 1.3991, -0.2587], [-2.7526, -0.0576, -0.4875], [-0.1454, 0.5525, -1.9636], [-1.1864, -0.8718, -2.2235]],
  "forces_ev_per_a": [[0.038, 0.262, 0.099], [-0.047, -0.486, -0.167], [-0.006, -0.027, 0.103], [0.076, -0.094, 0.006], [-0.128, 0.102, 0.007], [0.022, 0.007, -0.176], [0.036, 0.146, -0.024], [-0.017, 0.107, 0.102], [0.031, 0.000, -0.189], [-0.180, 0.112, 0.016], [0.016, -0.190, -0.017], [0.179, 0.083, 0.028], [-0.103, -0.120, 0.074], [0.083, 0.098, 0.136]]
}

No. 5
{
  "formula": "C5H8O",
  "method": "the ωB97M-V functional and the def2-TZVPD basis",
  "homo_ev": -9.3,
  "multiplicity": 1,
  "symbols": ["C", "C", "C", "C", "O", "C", "H", "H", "H", "H", "H", "H", "H", "H"],
  "positions_angstrom": [[1.5106, -0.4162, -0.4368], [0.0859, -0.1470, -0.0635], [-0.8837, -0.9907, 0.7326], [-1.4163, -0.1083, -0.3344], [-1.5369, 1.2101, 0.2178], [-0.0986, 1.3137, 0.1492], [1.7709, -0.1166, -1.4551], [1.8611, -1.4265, -0.2199], [2.0214, 0.3135, 0.2399], [-0.8438, -2.0445, 0.4549], [-1.1523, -0.7997, 1.7712], [-2.0126, -0.3503, -1.2091], [0.5674, 1.7197, 0.9417], [0.1270, 1.8431, -0.7886]],
  "forces_ev_per_a": [[0.196, 0.048, 0.033], [0.157, 0.184, -0.019], [0.088, -0.030, 0.149], [-0.165, -0.245, -0.294], [-0.047, 0.129, -0.188], [0.494, 0.343, 0.306], [-0.071, -0.193, 0.018], [-0.022, 0.114, -0.138], [0.242, -0.805, -0.476], [0.140, 0.188, 0.062], [0.028, 0.062, -0.160], [-0.063, -0.083, 0.257], [-1.174, 0.325, 0.241], [0.197, -0.037, 0.206]]
}

No. 6
{
  "formula": "C5H8O",
  "method": "the ωB97M-V functional and the def2-TZVPD basis",
  "smiles": "C1C[C@H]2OC[C@@H]12",
  "homo_ev": -9.4,
  "multiplicity": 1,
  "symbols": ["C", "C", "C", "O", "C", "C", "H", "H", "H", "H", "H", "H", "H", "H"],
  "positions_angstrom": [[-0.4561, -0.9852, -0.6204], [0.1089, 0.1758, -1.4893], [0.6732, 0.7825, -0.2146], [-0.4607, 1.4157, 0.6047], [-0.3226, 0.3550, 1.5413], [0.4358, -0.5233, 0.5683], [-1.5206, -0.9003, -0.3746], [-0.2891, -1.9965, -1.0077], [-0.6006, 0.8330, -1.9923], [0.8390, -0.2028, -2.2178], [1.2166, 1.6613, 0.0979], [-1.3147, 0.0367, 1.8514], [0.3067, 0.6402, 2.3988], [1.1893, -1.2289, 0.9282]],
  "forces_ev_per_a": [[-0.150, -0.144, 0.016], [-0.113, 0.246, -0.226], [-1.340, 1.207, 0.978], [-0.433, -0.815, -0.702], [-0.359, -0.354, 0.495], [-0.025, -0.159, 0.325], [0.203, 0.090, -0.139], [0.156, 0.275, 0.108], [-0.026, -0.128, -0.091], [0.035, 0.292, 0.334], [2.337, -0.516, -1.391], [-0.030, -0.311, 0.432], [-0.240, 0.013, -0.025], [-0.016, 0.304, -0.113]]
}

No. 7
{
  "formula": "C5H8O",
  "method": "the ωB97M-V functional and the def2-TZVPD basis",
  "smiles": "C=C=CC.C=O",
  "homo_ev": -9.6,
  "multiplicity": 1,
  "symbols": ["C", "C", "C", "O", "C", "C", "H", "H", "H", "H", "H", "H", "H", "H"],
  "positions_angstrom": [[-0.8237, -1.3947, 0.8124], [0.1649, -0.8924, -0.2042], [-0.9198, 1.1436, -0.7285], [-0.1667, 2.0817, -0.9151], [1.2500, -0.1869, 0.0740], [1.9913, 0.8738, 0.1246], [-0.7900, -0.8013, 1.7308], [-0.5792, -2.4320, 1.0547], [-1.8526, -1.3748, 0.4312], [0.0813, -1.2981, -1.2113], [-1.2917, 0.5387, -1.5715], [-1.4336, 0.9863, 0.2357], [1.3380, 1.7086, -0.2075], [3.0317, 1.0474, 0.3748]],
  "forces_ev_per_a": [[0.022, -0.097, 0.121], [0.569, -0.544, 0.181], [-0.362, 0.808, -0.253], [-0.784, 0.078, -0.193], [-0.178, 0.171, -0.155], [-0.198, -0.099, -0.047], [0.066, -0.115, -0.111], [-0.166, 0.037, 0.094], [0.223, 0.000, -0.034], [0.103, -0.081, 0.107], [0.052, -0.032, 0.042], [0.136, 0.076, -0.059], [0.729, 0.154, 0.294], [-0.211, -0.356, 0.013]]
}

No. 8
{
  "formula": "C5H8O",
  "method": "the ωB97M-V functional and the def2-TZVPD basis",
  "smiles": "O=CC1CCC1",
  "homo_ev": -9.7,
  "multiplicity": 1,
  "symbols": ["O", "C", "C", "C", "C", "C", "H", "H", "H", "H", "H", "H", "H", "H"],
  "positions_angstrom": [[-0.5733, -1.2796, 1.8336], [-0.2620, -0.1124, 1.7806], [-0.1329, 0.6674, 0.5020], [-1.0109, 0.1381, -0.6562], [0.2002, -0.6440, -1.2076], [1.1250, 0.1824, -0.2876], [-0.0046, 0.4389, 2.7105], [-0.1781, 1.7403, 0.7139], [-1.8830, -0.4488, -0.3580], [-1.3288, 0.9500, -1.3163], [0.1677, -1.6974, -0.9207], [0.3919, -0.5720, -2.2813], [1.8699, -0.3726, 0.2905], [1.6189, 1.0097, -0.8033]],
  "forces_ev_per_a": [[0.031, 0.420, -0.008], [-0.046, -0.277, -0.011], [-0.093, 0.098, 0.095], [-0.162, 0.011, -0.041], [0.021, -0.100, -0.117], [0.221, -0.001, 0.008], [0.007, -0.081, -0.051], [0.011, -0.161, -0.010], [0.129, 0.069, -0.040], [0.056, -0.112, 0.083], [0.010, 0.148, -0.015], [-0.033, -0.011, 0.149], [-0.077, 0.104, -0.096], [-0.076, -0.105, 0.056]]
}

No. 9
{
  "formula": "C5H8O",
  "method": "the ωB97M-V functional and the def2-TZVPD basis",
  "homo_ev": [-6.4, -8.1],
  "multiplicity": 1,
  "symbols": ["C", "C", "C", "C", "O", "C", "H", "H", "H", "H", "H", "H", "H", "H"],
  "positions_angstrom": [[1.0588, -0.7365, -1.0549], [0.6605, 0.4749, -0.2674], [-0.8644, 0.5992, -0.5523], [-1.2599, -0.5501, 0.2718], [-0.6290, -0.5755, 1.4055], [0.5811, 0.2241, 1.2664], [0.6066, -0.7885, -2.0606], [1.3810, -1.6109, -0.4679], [1.2356, 1.3895, -0.4670], [-1.1328, 0.4686, -1.6116], [-1.3332, 1.5304, -0.1879], [-2.1347, -1.1981, 0.1925], [1.4065, -0.3662, 1.6809], [0.4238, 1.1390, 1.8527]],
  "forces_ev_per_a": [[-0.398, -0.195, 0.528], [-0.627, 0.627, 0.499], [0.020, 0.536, -0.594], [-1.798, -1.050, -2.087], [1.524, -0.167, 2.441], [-0.096, -0.259, -0.488], [0.617, -0.437, 0.666], [0.046, 0.317, -0.867], [-0.029, -0.160, -0.073], [0.228, 0.156, 0.360], [0.208, 0.132, -0.075], [0.225, 0.430, 0.057], [-0.140, 0.202, -0.105], [0.220, -0.133, -0.262]]
}

Sequential energy relative to the best compared isomer or geometry (same formula, charge and spin) output: 77.38; 36.02; 18.92; 62.50; 71.94; 68.38; 78.01; 27.59; 97.80 kcal/mol
Sequential M output: 84.12; 84.12; 84.12; 84.12; 84.12; 84.12; 84.12; 84.12; 84.12 g mol⁻¹